# 1
ORCA calculation (wB97M-V/def2-TZVPD) on C3H5N5 in the gas phase at a distorted geometry.

- gap between HOMO and LUMO (Eh) = 0.3590
- ΔE to the lowest compared entry with this formula, charge and spin (kcal per mole) = 67.9
- energy (hartree) = -391.010244
- total charge = 0
- SMILES = [H]/N=c1/ncn(N=C)[nH]1

Atoms and positions in Å:
C: -1.5982 1.7601 -0.3748
C: -0.6182 -1.3279 0.7947
C: 1.2873 -1.0650 -0.1776
H: -2.5973 2.1001 -0.6768
H: -0.7528 2.3696 -0.6344
H: -1.5367 -1.7292 1.1726
H: 2.9197 -0.5478 -0.9901
H: 1.4556 0.8440 0.3144
N: -1.6260 0.6563 0.2459
N: -0.4671 0.0830 0.7024
N: 0.3986 -1.9796 0.3922
N: 2.4067 -1.3850 -0.6766
N: 0.7283 0.2215 -0.0918

Force components x, y, z for each atom (eV/Å):
-1.3 -0.3 -0.1
1.4 0.8 -0.3
0.6 -0.6 -0.2
0.5 0.1 0.1
0.6 -0.1 0.0
-0.2 -0.1 0.2
-0.3 -0.5 -0.1
-1.2 -0.2 -0.2
-0.1 0.5 0.0
0.4 -0.7 -0.4
-0.9 -0.8 0.0
0.1 0.5 0.3
0.4 1.3 0.6

Mulliken population analysis, charges in e, atoms 1 to 6:
1. C -0.28
2. C 0.03
3. C 0.45
4. H 0.26
5. H 0.29
6. H 0.41

---

# 2
ORCA calculation (wB97M-V/def2-TZVPD) on C3H5N5O in the gas phase at a distorted geometry.

- gap between HOMO and LUMO (Eh) = 0.3130
- ΔE to the lowest compared entry with this formula, charge and spin (kcal per mole) = 115.1
- energy (hartree) = -466.139627
- total charge = 0
- SMILES = [H]/N=c1/cnnc(O)n1N

Atoms and positions in Å:
C: -1.2032 -0.0967 -0.0108
C: 0.8884 1.5815 -0.0569
C: 1.3183 0.2912 0.1642
H: 0.8311 -2.3068 1.0103
H: -0.4177 -2.5274 -0.5742
H: -3.0992 -0.6165 0.1454
H: 1.7116 2.3901 -0.5162
H: 2.5251 -1.3074 0.0615
N: 0.6108 -2.0427 -0.1389
N: 0.1502 -0.6360 0.0973
N: -1.4429 1.2586 0.1863
N: -0.4096 2.0421 -0.1082
N: 2.4787 -0.2553 -0.0304
O: -2.1604 -1.1068 -0.0935

Force components x, y, z for each atom (eV/Å):
2.4 -0.2 2.1
-1.6 6.3 -2.2
0.3 -5.8 -2.0
-1.3 0.1 -4.2
3.9 1.4 2.3
3.4 -1.7 -1.0
-2.4 -2.3 1.7
-0.5 1.9 -0.4
-4.4 -0.2 2.4
-1.6 1.3 -0.5
-0.5 -5.0 -1.6
4.6 -0.6 0.8
-0.3 0.7 1.5
-1.9 4.0 1.1

Mulliken population analysis, charges in e, atoms 1 to 6:
1. C 0.56
2. C -0.14
3. C 0.51
4. H 0.32
5. H 0.34
6. H 0.40

---

# 3
ORCA calculation (wB97M-V/def2-TZVPD) on 2 unconnected molecules or ions with the total composition C3H5NO.

- gap between HOMO and LUMO (Eh) = 0.3135
- ΔE to the lowest compared entry with this formula, charge and spin (kcal per mole) = 117.4
- energy (hartree) = -247.120077
- total charge = 0

Atoms and positions in Å:
O: -1.0924 0.9427 1.6830
C: -0.4399 0.3949 0.8441
C: -0.4690 -1.0179 0.1986
N: 0.6687 -0.5221 -0.5777
C: 0.8141 0.7026 0.0083
H: -0.2584 -1.8529 0.8763
H: -1.3649 -1.2308 -0.3973
H: 1.4031 -1.0581 -1.0127
H: 0.8025 1.7858 -0.6559
H: -0.0638 1.8558 -0.9669

Force components x, y, z for each atom (eV/Å):
0.4 -0.3 -0.5
-0.4 0.3 0.4
-0.2 -0.2 0.1
0.2 -0.1 -0.1
-0.1 0.0 -0.1
0.0 0.2 -0.1
0.1 0.1 0.1
-0.1 0.1 0.1
0.0 0.1 0.0
0.1 -0.2 0.1

Mulliken population analysis, charges in e, atoms 1 to 6:
1. O -0.52
2. C 0.28
3. C -0.27
4. N -0.12
5. C -0.20
6. H 0.22

---

# 4
ORCA calculation (wB97M-V/def2-TZVPD) on C3H5NO in the gas phase at a distorted geometry.

- gap between HOMO and LUMO (Eh) = 0.3165
- ΔE to the lowest compared entry with this formula, charge and spin (kcal per mole) = 59.5
- energy (hartree) = -247.212449
- total charge = 0

Atoms and positions in Å:
N: -1.5165 1.1605 -0.9044
C: 0.6923 -1.2168 0.5913
C: -1.1999 0.0510 -0.2750
O: 1.9462 -1.3600 1.0634
C: 0.1927 -0.1276 -0.0001
H: 2.4248 -0.5238 0.9880
H: -2.4707 1.3312 -1.1794
H: -0.8628 1.9336 -1.0647
H: 0.1127 -2.1220 0.6799
H: 0.6810 0.8739 0.1010

Force components x, y, z for each atom (eV/Å):
0.4 0.1 0.4
0.4 -0.1 -0.2
-1.0 -1.4 -0.9
-0.2 0.0 0.0
-0.2 2.3 1.1
-0.1 0.0 -0.1
0.1 0.0 0.2
0.0 -0.1 -0.2
-0.1 -0.1 0.0
0.8 -0.8 -0.3

Mulliken population analysis, charges in e, atoms 1 to 6:
1. N -0.18
2. C 0.12
3. C -0.75
4. O -0.47
5. C 0.03
6. H 0.30

---

# 5
ORCA calculation (wB97M-V/def2-TZVPD) on C3H5NO in the gas phase at a distorted geometry.

- gap between HOMO and LUMO (Eh) = 0.3453
- ΔE to the lowest compared entry with this formula, charge and spin (kcal per mole) = 59.3
- energy (hartree) = -247.212719
- total charge = 0
- SMILES = C1=CONC1

Atoms and positions in Å:
O: 0.8753 0.6925 1.0998
C: 1.3087 -0.1046 0.0772
C: 0.3658 -0.4862 -0.7672
C: -0.9380 0.0912 -0.3058
N: -0.5412 0.8294 0.9494
H: 2.3723 -0.3375 0.0499
H: 0.5156 -1.0166 -1.6959
H: -1.3839 0.7607 -1.0619
H: -1.6976 -0.6840 -0.0672
H: -0.8770 0.2552 1.7217

Force components x, y, z for each atom (eV/Å):
0.9 -0.2 -0.2
0.2 -0.1 -0.1
0.0 0.0 -0.1
-0.3 0.1 0.1
-1.0 -0.5 -0.3
-0.3 0.3 0.2
0.0 -0.1 0.2
0.2 0.0 0.4
0.4 0.4 -0.1
0.0 0.2 0.0

Mulliken population analysis, charges in e, atoms 1 to 6:
1. O -0.31
2. C -0.32
3. C -0.25
4. C -0.27
5. N -0.30
6. H 0.40

---

# 6
ORCA calculation (wB97M-V/def2-TZVPD) on C3H5NO in the gas phase at a distorted geometry.

- gap between HOMO and LUMO (Eh) = 0.3937
- ΔE to the lowest compared entry with this formula, charge and spin (kcal per mole) = 28.3
- energy (hartree) = -247.262075
- total charge = 0
- SMILES = O=C1CCN1

Atoms and positions in Å:
C: -0.6506 -0.0134 -0.0166
C: 0.4474 1.0687 -0.0345
C: 1.4434 -0.1222 0.1296
H: 0.6154 1.4680 -1.0701
H: 0.4882 2.0030 0.6743
H: 1.9397 -0.3946 1.0851
H: 2.3476 -0.2086 -0.6301
H: 0.2672 -1.9827 0.1980
N: 0.2785 -0.9364 -0.1860
O: -1.8810 0.0089 0.0718

Force components x, y, z for each atom (eV/Å):
-3.4 2.7 0.3
1.3 2.7 0.3
2.0 0.0 -1.2
-0.5 -0.3 0.9
-0.4 -2.1 -1.1
-0.9 0.6 -0.1
-2.1 0.3 1.1
-0.6 2.9 -1.5
1.8 -6.4 1.5
2.6 -0.5 -0.1

Mulliken population analysis, charges in e, atoms 1 to 6:
1. C 0.40
2. C -0.33
3. C -0.40
4. H 0.18
5. H 0.27
6. H 0.24

---

# 7
ORCA calculation (wB97M-V/def2-TZVPD) on 2 unconnected molecules or ions with the total composition C3H5NO at a distorted geometry.

- gap between HOMO and LUMO (Eh) = 0.3208
- ΔE to the lowest compared entry with this formula, charge and spin (kcal per mole) = 71.2
- energy (hartree) = -247.193817
- total charge = 0

Atoms and positions in Å:
O: -0.7551 0.2680 2.4101
C: -0.8677 0.0039 1.2902
C: 0.3343 -1.1747 -0.1349
N: 0.6514 0.0871 -0.5272
C: -0.3258 1.0286 -0.5755
H: 1.1688 -1.8261 0.1133
H: -0.5187 -1.6339 -0.6227
H: 1.5498 0.4216 -0.2045
H: -0.0046 2.0646 -0.6433
H: -1.2323 0.7610 -1.1056

Force components x, y, z for each atom (eV/Å):
-0.1 -0.2 -1.1
-0.1 0.2 1.2
0.2 -0.1 -0.3
-0.1 0.0 0.3
0.1 0.1 -0.3
-0.1 0.1 0.0
0.1 0.1 0.2
0.0 0.0 -0.1
0.0 -0.2 0.0
0.1 0.0 0.2

Mulliken population analysis, charges in e, atoms 1 to 6:
1. O -0.30
2. C 0.19
3. C -0.54
4. N -0.13
5. C -0.54
6. H 0.28

---

# 8
ORCA calculation (wB97M-V/def2-TZVPD) on C3H5NO in the gas phase at a distorted geometry.

- gap between HOMO and LUMO (Eh) = 0.3419
- ΔE to the lowest compared entry with this formula, charge and spin (kcal per mole) = 70.2
- energy (hartree) = -247.195415
- total charge = 0

Atoms and positions in Å:
O: 2.1589 0.3074 0.2412
C: 1.0266 0.0653 -0.0912
C: -0.2361 0.9147 0.2716
C: -1.0902 -0.2812 0.2323
N: 0.4985 -0.9894 -0.7469
H: -0.1080 1.4028 1.2400
H: -0.4209 1.6392 -0.5211
H: -1.5200 -0.6226 1.1837
H: -1.2797 -0.7422 -0.7170
H: 1.1454 -1.7373 -1.0177

Force components x, y, z for each atom (eV/Å):
0.0 0.0 -0.1
0.5 0.3 0.1
0.3 0.1 -0.1
0.7 -0.5 -0.4
0.3 0.1 0.5
-0.2 -0.2 -0.2
0.0 0.0 0.1
0.6 -0.5 -0.5
-1.9 0.7 0.0
-0.1 -0.1 0.6

Mulliken population analysis, charges in e, atoms 1 to 6:
1. O -0.58
2. C 0.38
3. C -0.25
4. C -0.37
5. N -0.46
6. H 0.26

---

# 9
ORCA calculation (wB97M-V/def2-TZVPD) on C3H5NO in the gas phase at a distorted geometry.

- gap between HOMO and LUMO (alpha / beta) (Eh) = 0.3203 / 0.2432
- ΔE to the lowest compared entry with this formula, charge and spin (kcal per mole) = 103.9
- energy (hartree) = -247.141727
- total charge = 0

Atoms and positions in Å:
C: -1.3798 0.0082 -0.0326
C: -0.0070 0.0342 0.5033
O: 1.4184 -0.8626 -0.7191
C: 1.1134 0.5703 -0.2027
N: 1.6495 1.6381 -0.3429
H: -1.3945 0.1516 -1.1141
H: -1.9321 0.8335 0.4426
H: -1.8920 -0.9167 0.2507
H: 0.1399 -0.2729 1.5405
H: 2.2359 -1.1641 -0.2860

Force components x, y, z for each atom (eV/Å):
0.0 0.1 0.0
-0.5 0.7 0.6
1.0 0.4 -0.3
-0.5 -1.4 0.2
0.1 0.0 -0.1
0.0 0.0 0.1
0.0 -0.1 -0.1
0.1 0.1 0.0
0.1 0.1 -0.2
-0.1 0.0 -0.2

Mulliken population analysis, charges in e, atoms 1 to 6:
1. C -0.92
2. C 0.11
3. O -0.53
4. C 0.32
5. N -0.54
6. H 0.30

---

# 10
ORCA calculation (wB97M-V/def2-TZVPD) on C3H5NO in the gas phase at a distorted geometry.

- gap between HOMO and LUMO (alpha / beta) (Eh) = 0.3257 / 0.3261
- ΔE to the lowest compared entry with this formula, charge and spin (kcal per mole) = 101.0
- energy (hartree) = -247.146222
- total charge = 0

Atoms and positions in Å:
C: -0.6302 -1.2156 -0.3858
C: -0.0732 0.1631 -0.4613
C: 0.4594 0.2463 0.9680
N: -0.3183 -1.6476 0.7754
O: -0.4416 -2.6136 1.4964
H: -1.1952 -1.7753 -1.1267
H: 0.7211 0.2473 -1.2068
H: -0.8228 0.9264 -0.6832
H: 1.5199 0.2340 1.1429
H: -0.1517 0.7184 1.7136

Force components x, y, z for each atom (eV/Å):
-0.5 0.1 -1.1
0.1 0.3 -0.1
-1.3 -3.0 -0.7
1.8 2.7 2.0
-0.3 -0.2 -0.5
0.0 -0.2 0.1
0.0 0.1 0.0
0.0 0.0 0.0
0.2 0.0 0.1
-0.1 0.2 0.2

Mulliken population analysis, charges in e, atoms 1 to 6:
1. C -0.34
2. C -0.42
3. C -0.37
4. N 0.27
5. O -0.61
6. H 0.47